Record 1
A 8-piece molecular cluster, C14H44N4O14 overall. Source: OMol25; level of theory: ωB97M-V/def2-TZVPD.

Calculated values
* gap between HOMO and LUMO: 0.331 Eh
* structure (SMILES): NC(N)=O.NC(N)=O.OCCO.OCCO.OCCO.OCCO.OCCO.OCCO
* energy above the lowest of the compared OMol25 structures with the same formula, charge and spin: 70.6 kJ/mol

Last column: Mulliken charge in e.
Atoms and positions in Å:
N  4.3367  0.1586  -1.3153  -0.401
C  3.5962  1.2988  -1.1826  0.612
N  3.6604  2.1619  -2.2256  -0.366
O  2.8995  1.4636  -0.1728  -0.544
H  4.7515  -0.1504  -2.1742  0.154
H  4.3480  -0.4704  -0.5355  0.203
H  3.9724  1.9225  -3.1445  0.175
H  3.3010  3.0781  -2.0191  0.227
N  -0.6271  2.5453  3.4493  0.013
C  -1.6065  2.0990  4.3108  0.525
N  -1.1638  1.1565  5.1645  -0.307
O  -2.7495  2.5496  4.3133  -0.696
H  -0.7985  3.2215  2.7232  0.134
H  0.2424  2.0436  3.4880  0.054
H  -0.2448  0.7572  5.1276  0.239
H  -1.8474  0.6863  5.7320  0.190
O  1.9861  -1.6591  -3.3113  -0.555
C  1.1918  -1.3412  -4.4414  0.064
C  0.9382  0.1271  -4.6315  -0.286
O  0.0056  0.7443  -3.7355  -0.471
H  1.4675  -1.4950  -2.5152  0.268
H  1.6721  -1.7624  -5.3244  0.354
H  0.2272  -1.8629  -4.3944  -0.128
H  0.5657  0.3624  -5.6347  0.342
H  1.8863  0.6755  -4.5370  0.107
H  0.5259  1.3234  -3.1777  0.248
O  3.0035  4.0371  1.9527  -0.480
C  1.7170  4.6796  1.9564  -0.496
C  0.8861  4.2910  0.7486  0.056
O  -0.4909  4.2945  1.0819  -0.606
H  3.5441  4.3319  1.2156  0.278
H  1.2475  4.3303  2.8765  0.340
H  1.9515  5.7410  2.0584  0.314
H  1.1379  3.3889  0.1820  -0.064
H  1.1862  5.0150  -0.0330  0.384
H  -1.0415  4.4128  0.3033  0.289
O  -1.7483  -1.2317  -0.5571  -0.495
C  -0.5713  -1.6794  0.1228  -0.493
C  0.2324  -0.4557  0.5799  -0.024
O  0.3761  0.3908  -0.5698  -0.299
H  -1.4334  -0.3727  -0.8933  0.289
H  -0.7876  -2.3235  0.9709  0.367
H  0.0776  -2.1954  -0.5967  0.145
H  1.2701  -0.6404  0.8736  0.300
H  -0.3546  0.0142  1.3790  0.168
H  1.1804  0.9104  -0.4311  -0.109
O  -2.5520  -4.1198  -2.1333  -0.501
C  -2.8056  -4.0407  -3.5441  -0.410
C  -3.5798  -2.7562  -3.8133  -0.277
O  -2.8851  -1.5866  -3.5611  -0.480
H  -1.6766  -4.4965  -2.0307  0.286
H  -1.8291  -3.9010  -4.0227  0.315
H  -3.3692  -4.8997  -3.9067  0.299
H  -4.4452  -2.9117  -3.1355  0.116
H  -4.1276  -2.7179  -4.7546  0.401
H  -2.4998  -1.5846  -2.6790  0.293
O  1.8048  0.6613  4.6025  -0.492
C  2.7081  1.1008  3.5562  0.815
C  4.1881  1.0698  3.8786  -0.560
O  4.8201  -0.1503  3.5379  -0.544
H  2.1132  1.1000  5.4057  0.294
H  2.4913  0.4696  2.6928  -0.315
H  2.3781  2.1015  3.2659  -0.311
H  4.2960  1.2392  4.9507  0.386
H  4.6022  1.8846  3.2766  0.263
H  4.9720  -0.1571  2.5906  0.317
O  -5.1540  -4.3138  -1.0236  -0.516
C  -5.6150  -3.3726  -0.0908  -0.469
C  -4.7456  -3.1589  1.1289  -0.283
O  -3.3521  -3.1035  0.7662  -0.420
H  -4.2287  -4.0990  -1.2154  0.312
H  -5.7870  -2.3763  -0.5268  0.258
H  -6.6230  -3.6803  0.1998  0.377
H  -4.7248  -4.0037  1.8197  0.263
H  -5.0773  -2.2766  1.6815  0.296
H  -3.2163  -2.4922  0.0274  0.268

Atoms 1-3, force components in eV/Å:
N 0.04 0.28 0.11
C -0.08 -1.65 0.26
N -0.47 0.68 0.58

Record 2
C10H24N5OTi as an isolated structure. Source: OMol25; level of theory: ωB97M-V/def2-TZVPD.

Calculated values
* multiplicity: 3
* gap between HOMO and LUMO (spin up / spin down): 0.320 / 0.326 Eh
* total charge: +3
* energy above the lowest of the compared OMol25 structures with the same formula, charge and spin: 0.0 kJ/mol

Last column: natural (NBO) charge in e.
Atoms and positions in Å:
Ti  -0.1505  -0.5042  -0.8106  1.829
C  2.8310  -0.6039  1.0510  -0.468
C  1.4512  -0.5987  1.7114  -0.226
N  0.4126  -1.4095  0.9791  -0.713
C  -0.8400  -1.5958  1.8063  -0.246
C  -1.9864  -2.0177  0.9138  -0.249
N  -2.1718  -1.0266  -0.2133  -0.721
C  -3.0330  0.1680  0.1575  -0.236
C  -2.2536  1.4467  0.4339  -0.463
C  -1.6966  2.1524  -0.7938  -0.228
N  -0.4045  1.5223  -1.2998  -0.725
C  0.8042  2.1803  -0.6758  -0.247
C  2.0805  1.5257  -1.1750  -0.260
N  1.8975  0.0314  -1.2531  -0.718
C  2.8949  -0.7896  -0.4577  -0.222
H  3.4362  -1.4074  1.4756  0.282
H  3.3338  0.3168  1.3512  0.264
H  1.0394  0.4114  1.7945  0.205
H  1.5156  -0.9843  2.7299  0.273
H  0.7973  -2.3414  0.7944  0.431
H  -1.0398  -0.6446  2.3011  0.231
H  -0.6549  -2.3389  2.5829  0.279
H  -2.9080  -2.0819  1.4937  0.271
H  -1.8084  -3.0018  0.4753  0.244
H  -2.6881  -1.5340  -0.9304  0.429
H  -3.6389  -0.1137  1.0180  0.252
H  -3.7144  0.3289  -0.6785  0.247
H  -1.4657  1.2973  1.1875  0.206
H  -2.9427  2.1423  0.9191  0.308
H  -1.4652  3.1938  -0.5728  0.257
H  -2.4070  2.1388  -1.6202  0.249
H  -0.3576  1.6934  -2.3082  0.436
H  0.6904  2.0955  0.4078  0.219
H  0.7958  3.2448  -0.9152  0.279
H  2.9097  1.7712  -0.5125  0.264
H  2.3463  1.8875  -2.1682  0.256
H  2.0982  -0.2221  -2.2208  0.424
H  3.8946  -0.5441  -0.8180  0.268
H  2.7129  -1.8293  -0.7424  0.221
O  -0.1892  -2.0682  -3.2714  0.076
N  -0.1257  -1.8908  -2.1461  0.025

Atoms 1-3, force components in eV/Å:
Ti 0.05 -0.04 0.30
C 0.07 0.01 0.09
C -0.16 -0.06 -0.08

Record 3
C22H22GaO14S as an isolated structure. Source: OMol25; level of theory: ωB97M-V/def2-TZVPD.

Calculated values
* gap between HOMO and LUMO: 0.179 Eh
* total charge: -1

Last column: natural (NBO) charge in e.
Atoms and positions in Å:
O  -0.9086  0.9722  1.0798  -0.636
C  -0.0634  1.2414  0.2142  0.838
O  1.2767  1.4572  0.6061  -0.730
C  -0.5472  1.3856  -1.3061  -0.532
C  -0.7228  -0.0149  -2.0424  -0.392
C  0.6286  -0.7631  -2.4534  -0.901
Ga  2.2396  0.4565  -2.8434  0.798
S  3.9365  -0.6812  -3.9977  -0.699
H  1.7045  0.6105  0.8330  0.505
H  0.0608  2.1512  -1.8739  0.248
H  -1.6063  1.8350  -1.2166  0.246
H  -1.2967  -0.7392  -1.3643  0.200
H  -1.4041  0.1261  -2.9504  0.201
H  0.9007  -1.5723  -1.6923  0.205
H  0.3904  -1.3410  -3.4165  0.205
H  2.8256  1.0081  -1.4400  -0.334
H  1.7515  1.6656  -3.8138  -0.335
H  4.9908  0.2082  -4.1724  0.149
C  -1.6545  -4.2809  1.3120  -0.357
C  -2.4722  -4.9505  2.1260  0.291
C  -3.0640  -4.3104  3.3360  0.473
O  -3.8224  -4.9525  4.0444  -0.555
C  -2.7004  -2.9230  3.6267  -0.391
C  -1.8785  -2.2500  2.8144  0.321
C  -1.3078  -2.8829  1.5886  0.465
O  -0.5779  -2.2373  0.8629  -0.497
O  -1.5315  -0.9696  3.0700  -0.632
O  -2.8028  -6.2462  1.8879  -0.644
H  -1.2209  -4.7340  0.4306  0.247
H  -3.1226  -2.4765  4.5165  0.240
H  -0.9337  -0.7071  2.3368  0.528
H  -3.4025  -6.4971  2.6151  0.500
C  7.3844  1.2846  0.3080  -0.352
C  7.9861  0.6794  1.3327  0.284
C  7.8183  -0.7805  1.5840  0.473
O  8.4030  -1.2987  2.5233  -0.569
C  6.9461  -1.5363  0.6860  -0.402
C  6.3366  -0.9331  -0.3420  0.330
C  6.5274  0.5245  -0.6095  0.459
O  5.9775  1.0397  -1.5603  -0.473
O  5.5271  -1.6209  -1.1756  -0.639
O  8.7816  1.3675  2.1942  -0.651
H  7.5012  2.3424  0.1149  0.239
H  6.8196  -2.5905  0.8908  0.238
H  5.2018  -0.9691  -1.8399  0.536
H  9.0946  0.7064  2.8393  0.499
C  -6.9195  2.8581  0.3748  -0.380
C  -5.6242  2.5925  0.5633  0.315
C  -4.6091  2.8871  -0.4880  0.467
O  -3.4383  2.6478  -0.2694  -0.501
C  -5.0764  3.4551  -1.7562  -0.357
C  -6.3712  3.7169  -1.9450  0.293
C  -7.3829  3.4478  -0.8831  0.474
O  -8.5542  3.7181  -1.0875  -0.544
O  -6.8237  4.2404  -3.1126  -0.639
O  -5.1762  2.0448  1.7181  -0.633
H  -7.6656  2.6514  1.1300  0.241
H  -4.3324  3.6477  -2.5174  0.250
H  -7.7875  4.3361  -2.9965  0.501
H  -4.2086  1.9532  1.6059  0.516

Atoms 1-3, force components in eV/Å:
O 1.97 0.29 -1.72
C -1.37 -0.50 0.75
O -1.59 -0.40 -0.88

What is the formula in the second record? C10H24N5OTi